# 1
This record from OMol25 describes a structure of composition C36H26N4O6RhS2Se in a non-equilibrium geometry. The level of theory is wB97M-V/def2-TZVPD.

Positions of all 76 atoms, in Å:
Rh: 0.66 0.57 0.85
S: 1.52 5.46 -4.48
C: 2.81 5.05 -5.52
C: 3.52 3.99 -5.06
C: 3.01 3.50 -3.83
C: 1.92 4.20 -3.38
C: 1.10 3.94 -2.18
C: 1.46 2.90 -1.30
N: 0.74 2.54 -0.26
C: -0.40 3.22 0.01
C: -0.82 4.30 -0.77
C: -2.04 4.98 -0.40
C: -2.75 4.61 0.69
C: -2.31 3.51 1.51
C: -2.96 3.10 2.69
C: -2.46 2.06 3.45
C: -1.34 1.37 2.94
N: -0.74 1.74 1.82
C: -1.17 2.82 1.13
C: -3.05 1.64 4.73
C: -2.54 0.76 5.64
C: -3.38 0.58 6.77
C: -4.51 1.33 6.69
S: -4.57 2.26 5.27
C: -0.05 4.64 -1.88
H: 2.97 5.63 -6.42
H: 4.37 3.57 -5.58
H: 3.43 2.65 -3.31
H: 2.37 2.34 -1.47
H: -2.37 5.81 -1.02
H: -3.66 5.13 0.96
H: -3.84 3.64 3.01
H: -0.92 0.52 3.45
H: -1.58 0.27 5.53
H: -3.15 -0.07 7.60
H: -5.32 1.39 7.41
H: -0.36 5.46 -2.51
C: -0.31 -6.08 -2.01
C: -0.47 -4.62 -1.68
C: -0.67 -4.19 -0.37
C: -0.86 -2.85 -0.05
C: -1.17 -2.50 1.39
C: -0.81 -1.90 -1.09
Se: -1.13 -0.07 -0.69
C: -0.58 -2.30 -2.42
C: -0.44 -1.34 -3.58
C: -0.42 -3.66 -2.68
H: -0.66 -6.72 -1.19
H: 0.74 -6.32 -2.18
H: -0.86 -6.34 -2.91
H: -0.71 -4.93 0.43
H: -0.62 -3.15 2.07
H: -2.23 -2.66 1.59
H: -0.94 -1.47 1.63
H: -0.76 -0.33 -3.34
H: -1.02 -1.68 -4.44
H: 0.60 -1.28 -3.90
H: -0.24 -3.97 -3.70
O: 2.33 -1.48 3.95
C: 1.94 -1.04 2.90
O: 1.18 0.02 2.74
C: 2.22 -1.75 1.60
C: 2.35 -0.98 0.44
C: 2.44 -1.66 -0.78
C: 2.37 -3.03 -0.86
C: 2.22 -3.74 0.31
C: 2.13 -3.13 1.53
N: 2.09 -5.22 0.23
O: 1.97 -5.82 1.27
O: 2.09 -5.71 -0.88
N: 2.47 -0.93 -2.08
O: 2.14 0.22 -2.08
O: 2.82 -1.55 -3.05
H: 2.87 -0.01 0.51
H: 2.40 -3.53 -1.82
H: 2.00 -3.72 2.43

Computed properties:
**Lowest unoccupied orbital energy (spin up / spin down)**: -5.0 / -5.1 eV
**E_tot**: -5365.89805 a.u.
**HOMO-LUMO gap (spin up / spin down)**: 5.839 / 5.714 eV
**Energy above the lowest of the compared OMol25 structures with the same formula, charge and spin**: 212.1 kJ/mol
**Charge**: +1

Mulliken atomic charge list, values in e, 2 entries: 0.587, -0.197

# 2
This record from OMol25 describes a structure of composition C31H32BF5N7O4SV. The level of theory is wB97M-V/def2-TZVPD.

Positions of all 82 atoms, in Å:
V: -0.05 -0.25 0.03
C: 3.02 1.85 -2.99
C: 2.03 1.99 -1.84
C: 1.66 3.45 -1.61
C: 2.58 1.38 -0.58
C: 3.80 1.66 0.05
C: 3.79 0.86 1.18
N: 2.65 0.17 1.20
N: 1.90 0.48 0.11
B: 2.14 -0.86 2.21
N: 0.83 -0.38 2.90
C: 0.48 -0.29 4.18
C: -0.90 -0.19 4.26
C: -1.33 -0.23 2.93
N: -0.28 -0.34 2.12
C: -2.72 -0.26 2.35
C: -2.78 -1.20 1.14
C: -3.73 -0.69 3.40
N: 1.81 -2.18 1.48
C: 2.35 -3.39 1.67
C: 1.71 -4.28 0.83
C: 0.77 -3.51 0.15
N: 0.84 -2.24 0.54
C: -0.26 -3.98 -0.84
C: -1.32 -4.83 -0.15
C: 0.39 -4.76 -1.98
H: 2.56 2.18 -3.93
H: 3.91 2.45 -2.83
H: 3.34 0.81 -3.12
H: 1.12 1.44 -2.08
H: 2.53 4.04 -1.32
H: 1.24 3.89 -2.52
H: 0.91 3.54 -0.81
H: 4.57 2.33 -0.27
H: 4.52 0.73 1.96
H: 2.99 -1.06 3.05
H: 1.23 -0.33 4.95
H: -1.50 -0.11 5.15
H: -2.99 0.74 2.01
H: -2.40 -2.19 1.41
H: -3.80 -1.30 0.77
H: -2.22 -0.84 0.26
H: -3.47 -1.67 3.82
H: -3.78 0.02 4.23
H: -4.73 -0.76 2.97
H: 3.14 -3.53 2.38
H: 1.90 -5.34 0.74
H: -0.73 -3.08 -1.25
H: -0.87 -5.73 0.28
H: -1.81 -4.29 0.66
H: -2.08 -5.14 -0.86
H: 0.89 -5.65 -1.61
H: -0.37 -5.08 -2.70
H: 1.13 -4.16 -2.52
F: 3.11 -2.86 -6.33
C: 2.27 -2.36 -5.41
C: 2.70 -2.16 -4.11
F: 3.96 -2.47 -3.77
C: 1.83 -1.65 -3.16
F: 2.32 -1.51 -1.92
C: 0.51 -1.31 -3.44
S: -0.64 -0.64 -2.27
C: 0.12 -1.53 -4.76
F: -1.13 -1.25 -5.16
C: 0.97 -2.04 -5.73
F: 0.53 -2.23 -6.98
O: -2.75 1.45 -0.60
C: -1.86 2.05 -0.01
O: -0.64 1.69 0.15
C: -2.21 3.36 0.68
C: -3.33 4.07 0.26
C: -3.69 5.25 0.90
C: -2.93 5.66 1.98
C: -1.82 4.97 2.43
C: -1.46 3.81 1.76
N: -3.32 6.91 2.68
O: -2.63 7.26 3.63
O: -4.25 7.54 2.23
H: -3.91 3.69 -0.57
H: -4.54 5.83 0.59
H: -1.26 5.33 3.28
H: -0.59 3.24 2.06

Computed properties:
**Lowest unoccupied orbital energy (spin up / spin down)**: 1.6 / 1.6 eV
**<S²>**: 0.7551
**Spin multiplicity**: 2
**E_tot**: -3751.30049 a.u.
**HOMO-LUMO gap (spin up / spin down)**: 5.512 / 4.961 eV
**Energy above the lowest of the compared OMol25 structures with the same formula, charge and spin**: 0.0 kJ/mol
**Charge**: -1

Mulliken atomic charge list, values in e, 2 entries: 1.157, -1.797

# 3
This record from OMol25 describes a cluster of 9 separate species, C36H53N9 in total in a non-equilibrium geometry. The level of theory is wB97M-V/def2-TZVPD.

Positions of all 98 atoms, in Å:
C: 3.19 -8.13 -4.46
C: 4.04 -8.39 -5.53
C: 4.33 -7.18 -6.16
N: 3.64 -6.24 -5.45
C: 2.91 -6.78 -4.42
H: 2.63 -8.83 -3.85
H: 4.36 -9.39 -5.79
H: 4.84 -6.95 -7.07
H: 3.59 -5.26 -5.67
H: 2.35 -6.21 -3.70
C: -0.32 -2.84 0.82
C: -0.47 -4.16 1.29
C: -1.77 -4.35 1.64
N: -2.47 -3.24 1.27
C: -1.55 -2.24 0.96
H: 0.59 -2.44 0.38
H: 0.35 -4.84 1.42
H: -2.29 -5.20 2.05
H: -3.47 -3.21 1.26
H: -1.97 -1.28 0.70
C: -0.68 -13.74 -1.43
C: -1.77 -14.41 -2.05
C: -2.62 -13.48 -2.58
N: -2.18 -12.25 -2.18
C: -1.06 -12.40 -1.44
H: 0.17 -14.12 -0.89
H: -1.94 -15.47 -2.14
H: -3.42 -13.71 -3.26
H: -2.65 -11.39 -2.43
H: -0.63 -11.50 -1.04
C: -5.51 -7.15 2.03
C: -5.72 -6.33 0.91
C: -4.75 -6.63 -0.02
N: -3.89 -7.58 0.55
C: -4.36 -7.88 1.77
H: -6.24 -7.36 2.79
H: -6.56 -5.72 0.63
H: -4.52 -6.35 -1.03
H: -2.99 -7.70 0.12
H: -3.90 -8.65 2.38
C: 0.56 -6.75 -0.43
C: -0.46 -7.40 0.32
C: -0.45 -8.72 -0.11
N: 0.49 -8.86 -1.07
C: 1.16 -7.69 -1.27
H: 0.75 -5.69 -0.43
H: -1.06 -7.00 1.12
H: -0.99 -9.57 0.28
H: 0.69 -9.75 -1.50
H: 1.99 -7.63 -1.95
C: -1.50 -4.27 -2.74
C: -1.30 -2.77 -2.72
C: -1.42 -2.17 -4.14
C: -2.76 -2.26 -4.71
N: -3.84 -2.25 -5.09
H: -1.62 -4.61 -1.70
H: -0.73 -4.88 -3.21
H: -2.45 -4.54 -3.21
H: -0.25 -2.59 -2.47
H: -1.96 -2.25 -2.03
H: -0.63 -2.55 -4.77
H: -1.34 -1.08 -4.02
C: -0.47 -8.72 4.03
C: -0.44 -7.85 5.31
C: -1.68 -8.17 6.18
C: -2.92 -7.53 5.74
N: -3.93 -7.08 5.42
H: 0.12 -8.27 3.23
H: -1.43 -8.84 3.51
H: -0.10 -9.72 4.25
H: -0.43 -6.80 5.02
H: 0.47 -8.07 5.85
H: -1.48 -7.77 7.18
H: -1.81 -9.24 6.24
C: 5.30 -10.48 -2.02
C: 4.97 -11.95 -1.71
C: 3.93 -12.48 -2.70
C: 2.71 -11.68 -2.78
N: 1.74 -11.06 -2.76
H: 6.06 -10.02 -1.40
H: 4.44 -9.82 -1.85
H: 5.42 -10.41 -3.11
H: 4.52 -11.85 -0.71
H: 5.86 -12.57 -1.71
H: 3.74 -13.54 -2.52
H: 4.41 -12.52 -3.68
C: -0.02 -8.36 -5.68
C: -0.58 -8.95 -4.39
C: -1.69 -8.08 -3.78
C: -2.49 -8.69 -2.73
N: -3.17 -9.12 -1.89
H: -0.84 -8.17 -6.39
H: 0.58 -9.00 -6.33
H: 0.54 -7.44 -5.54
H: 0.22 -9.02 -3.66
H: -0.99 -9.91 -4.70
H: -2.33 -7.61 -4.53
H: -1.22 -7.25 -3.24

Computed properties:
**Lowest unoccupied orbital energy**: 0.2 eV
**SMILES string**: c1cc[nH]c1.c1cc[nH]c1.c1cc[nH]c1.c1cc[nH]c1.c1cc[nH]c1.CCCC#N.CCCC#N.CCCC#N.CCCC#N
**E_tot**: -1896.24161 a.u.
**HOMO-LUMO gap**: 7.890 eV
**Energy above the lowest of the compared OMol25 structures with the same formula, charge and spin**: 83.8 kJ/mol

Mulliken atomic charge list, values in e, 2 entries: 1.029, -1.207

# 4
This record from OMol25 describes a cluster of 3 separate species, C18H24F10NO11PS3 in total in a non-equilibrium geometry. The level of theory is wB97M-V/def2-TZVPD.

Positions of all 68 atoms, in Å:
N: -6.38 -0.97 -3.48
C: -5.45 -1.65 -3.53
O: -4.41 -2.42 -3.58
C: -3.17 -1.73 -3.75
C: -2.69 -1.18 -2.38
C: -2.12 0.24 -2.25
C: -2.50 0.91 -0.94
F: -2.31 2.23 -1.08
F: -3.83 0.76 -0.71
C: -1.76 0.29 0.33
F: -2.68 -0.26 1.11
F: -0.97 -0.70 -0.10
S: -0.69 1.43 1.43
F: -0.06 2.08 0.12
F: -1.87 2.49 1.44
F: -1.24 0.79 2.76
F: 0.51 0.40 1.47
F: 0.17 2.43 2.29
O: -2.27 -2.78 -4.14
S: -0.96 -2.05 -4.75
O: -0.61 -2.70 -5.95
O: -0.02 -1.82 -3.71
O: -1.68 -0.65 -5.02
C: -3.11 -0.84 -5.01
C: -3.54 -1.49 -6.38
C: -4.52 -2.66 -6.41
C: -4.63 -3.22 -7.82
F: -3.67 -4.20 -8.02
P: -4.01 0.83 -4.99
S: -2.95 2.30 -5.65
H: -3.51 -1.35 -1.68
H: -1.90 -1.86 -2.07
H: -2.41 0.95 -3.01
H: -1.03 0.19 -2.31
H: -2.62 -1.78 -6.89
H: -3.97 -0.70 -6.99
H: -4.22 -3.48 -5.77
H: -5.52 -2.33 -6.11
H: -4.47 -2.45 -8.59
H: -5.61 -3.68 -7.99
H: -4.46 0.98 -3.67
H: -5.16 0.50 -5.71
C: 2.87 1.99 4.01
C: 3.68 2.99 4.79
C: 3.40 4.45 4.49
O: 4.68 5.07 4.74
C: 5.64 4.13 4.56
O: 6.80 4.35 4.52
O: 5.08 2.90 4.44
H: 3.16 0.98 4.30
H: 1.81 2.12 4.21
H: 3.05 2.10 2.94
H: 3.60 2.80 5.86
H: 2.65 4.90 5.13
H: 3.14 4.61 3.44
C: 5.89 -2.12 5.10
C: 5.55 -0.89 5.90
C: 5.74 -1.01 7.40
O: 4.74 -0.12 7.91
C: 3.76 -0.02 6.99
O: 2.71 0.51 7.17
O: 4.14 -0.60 5.83
H: 5.72 -1.94 4.04
H: 6.93 -2.39 5.25
H: 5.26 -2.96 5.41
H: 6.08 -0.02 5.52
H: 6.72 -0.70 7.75
H: 5.53 -2.02 7.76

Computed properties:
**Lowest unoccupied orbital energy**: 0.2 eV
**SMILES string**: N#CO[C@@]1(CCC(F)(F)C(F)(F)S(F)(F)(F)(F)F)OS(=O)(=O)O[C@]1(CCCF)[PH2]=S.C[C@@H]1COC(=O)O1.C[C@@H]1COC(=O)O1
**E_tot**: -4117.16318 a.u.
**HOMO-LUMO gap**: 9.916 eV

Mulliken atomic charge list, values in e, 2 entries: -0.490, 0.552

Which value of E_tot does entry 2 give? -3751.30049 a.u.

Which value of E_tot does entry 1 give? -5365.89805 a.u.